# 1
C33H41FeN5Se | ωB97M-V with the def2-TZVPD basis set

Output
- E_tot (eV) = -142064.4968
- net charge = -1
- frontier orbital gap (alpha / beta) (Eh) = 0.14020 / 0.14932
- spin multiplicity = 6
- ⟨S²⟩ = 8.807

Last column: Löwdin charge in e.
Positions of all 81 atoms, in Å:
C1 -1.812 -0.488 -1.652  -0.287
C2 2.815 -3.267 -4.001  -0.014
H1 -0.245 -3.015 1.220  0.066
H2 -3.808 1.369 -2.029  0.035
N1 -2.546 4.885 1.187  0.075
Se1 0.583 0.744 1.857  0.899
H3 -1.888 0.842 -3.321  0.072
H4 3.435 -6.200 -2.397  0.073
H5 2.866 -3.636 -5.024  0.109
C3 1.946 0.564 -1.037  -0.303
H6 -4.007 -1.059 1.878  0.084
H7 3.177 -5.924 -4.113  0.069
H8 -3.857 0.682 1.739  0.061
H9 -2.284 3.396 3.283  0.085
C4 -2.782 0.059 -0.726  -0.351
H10 -1.987 -3.183 1.566  0.085
H11 -2.203 2.099 5.879  0.119
N2 -1.418 1.606 3.962  -0.101
H12 -2.564 6.683 2.328  0.093
H13 0.141 3.082 0.416  0.033
H14 2.957 3.120 -2.707  0.080
C5 -0.552 -2.751 -1.628  -0.037
N3 0.266 0.412 4.592  -0.152
C6 -1.990 5.821 1.966  -0.172
C7 -1.154 -2.467 1.485  -0.056
H15 -3.450 2.684 -0.003  0.073
H16 -1.332 -3.472 -1.910  0.089
C8 -1.786 3.932 0.607  -0.391
H17 -1.846 2.521 -1.084  0.089
C9 -0.399 0.810 5.732  -0.051
C10 -1.133 -1.563 -0.975  -0.335
H18 1.156 4.469 2.173  0.105
H19 3.355 0.712 -3.978  0.071
C11 2.427 -1.473 -2.457  -0.149
C12 -0.333 0.910 3.476  -0.546
H20 -1.005 -1.977 2.455  0.053
N4 2.445 -0.073 -2.238  -0.022
C13 2.734 -2.301 -1.360  -0.202
C14 -1.872 -0.237 -3.114  -0.064
Fe1 -0.162 0.141 -0.236  0.410
C15 -0.626 5.730 2.310  -0.101
H21 -2.665 -0.254 2.677  0.058
C16 3.661 -5.519 -3.224  -0.074
C17 2.378 -1.965 -3.760  -0.218
H22 -0.061 0.504 6.700  0.111
H23 3.410 -4.236 -0.786  0.115
H24 -1.001 -0.681 -3.617  0.049
C18 -2.409 2.315 3.184  -0.032
H25 4.740 -5.605 -3.405  0.075
H26 2.805 -2.545 0.702  0.076
C19 2.954 0.945 -3.029  -0.114
H27 -0.161 6.481 2.941  0.080
H28 2.267 0.146 4.019  0.069
C20 2.798 2.109 -2.328  -0.163
H29 -3.416 2.050 3.547  0.108
C21 1.879 -1.137 -4.910  -0.049
C22 -1.439 1.577 5.339  -0.048
H30 1.734 -0.682 5.518  0.084
H31 1.767 -1.802 -5.796  0.081
H32 1.251 -1.308 3.908  0.085
C23 -3.779 0.957 -1.017  -0.141
N5 2.446 1.751 -1.023  -0.007
H33 3.404 -0.953 0.210  0.096
C24 -3.283 -0.243 1.775  -0.071
C25 2.663 -1.729 -0.004  -0.084
H34 -2.276 2.057 2.127  0.058
H35 2.602 -0.369 -5.216  0.057
C26 -0.388 3.891 0.844  -0.074
H36 0.150 -3.220 -0.934  0.067
H37 1.659 -1.292 0.184  0.007
H38 -2.780 -0.664 -3.571  0.080
H39 0.909 -0.653 -4.698  0.079
C27 1.451 -0.406 4.505  -0.087
H40 -4.739 0.810 -0.529  0.032
C28 3.202 -4.119 -2.951  -0.279
C29 -2.352 2.883 -0.160  0.062
H41 -0.009 -2.427 -2.520  0.063
C30 -1.466 -1.453 0.437  -0.362
C31 -2.457 -0.452 0.574  -0.288
C32 3.133 -3.621 -1.652  -0.008
C33 0.153 4.673 1.820  -0.087

---

# 2
C2Cl2N2O2 | ωB97M-V with the def2-TZVPD basis set

Output
- E_tot (eV) = -34187.8871
- frontier orbital gap (alpha / beta) (Eh) = 0.28298 / 0.27474

Last column: Löwdin charge in e.
Positions of all 8 atoms, in Å:
Cl1 -0.840 -1.282 -1.470  0.878
N1 0.140 2.283 -1.147  0.246
O1 -0.091 0.482 1.761  0.108
C1 -0.010 1.195 -0.825  -0.289
Cl2 2.225 -0.630 -0.215  0.190
O2 -0.820 -1.495 1.304  0.080
N2 -0.388 -0.415 1.021  -0.477
C2 -0.216 -0.139 -0.430  -0.736

---

# 3
C4H10N2O | ωB97M-V with the def2-TZVPD basis set

Output
- E_tot (eV) = -9332.9420
- frontier orbital gap (Eh) = 0.35238
- SMILES = C/C(=N/O)N(C)C

Last column: Löwdin charge in e.
Positions of all 17 atoms, in Å:
O1 1.902 0.228 0.874  -0.051
C1 -0.048 -0.573 0.444  -0.479
C2 -1.186 -1.420 0.533  -0.070
H1 1.720 0.355 -0.082  0.085
H2 0.549 -0.628 -2.263  0.105
H3 -1.750 1.633 0.207  0.059
H4 -1.338 -2.122 1.489  0.130
H5 -0.114 1.716 0.887  0.118
N1 -0.033 0.409 -0.640  -0.250
C3 -0.433 0.000 -2.008  -0.128
C4 -0.751 1.690 -0.091  -0.015
H6 -1.433 -0.761 -2.234  0.119
H7 -1.021 -2.282 -0.225  0.109
H8 -0.662 1.166 -2.516  0.147
N2 0.885 -0.508 1.288  0.023
H9 -0.470 2.539 -0.535  0.026
H10 -2.153 -0.932 0.482  0.072

---

# 4
C3H6NO | ωB97M-V with the def2-TZVPD basis set

Output
- E_tot (eV) = -6737.0019
- net charge = +1
- frontier orbital gap (Eh) = 0.38105
- SMILES = C=C([NH3+])C=O

Last column: Löwdin charge in e.
Positions of all 11 atoms, in Å:
C1 -0.045 -1.736 0.157  -0.177
O1 -1.115 -2.059 -0.266  0.102
H1 0.555 -2.485 0.574  0.137
H2 2.131 -0.061 0.913  0.119
C2 1.196 0.361 0.482  0.165
N1 -0.984 0.421 -0.608  0.263
H3 -0.537 1.322 -0.720  0.164
C3 0.116 -0.316 0.097  -0.265
H4 -1.043 -0.174 -1.503  0.222
H5 1.403 1.447 0.467  0.106
H6 -1.790 0.388 -0.030  0.164

---

# 5
C32H26CrIN6O6 | ωB97M-V with the def2-TZVPD basis set

Output
- E_tot (eV) = -91358.0227
- net charge = -1
- frontier orbital gap (alpha / beta) (Eh) = 0.17430 / 0.25181
- spin multiplicity = 5
- ⟨S²⟩ = 6.053

Last column: Löwdin charge in e.
Positions of all 72 atoms, in Å:
C1 -0.283 0.712 -3.101  -0.558
C2 3.126 -2.959 1.986  -0.042
C3 -1.378 2.864 1.291  -0.031
H1 -1.506 1.300 -0.183  0.100
N1 2.089 -1.028 1.036  0.026
O1 2.055 2.186 -1.352  0.014
H2 -2.799 1.017 -2.052  0.114
C4 -1.341 -1.102 1.985  -0.465
H3 -0.852 4.294 2.811  0.110
O2 -0.338 0.467 -1.836  -0.142
C5 0.516 -2.749 -1.850  -0.284
C6 -0.925 1.768 0.595  -0.069
H4 3.889 -1.008 -0.708  0.049
H5 -2.355 3.271 1.076  0.110
N2 0.273 1.206 0.822  0.056
C7 2.353 -2.343 1.030  -0.090
C8 4.534 -0.138 -0.628  -0.114
O3 -0.183 -1.050 2.547  -0.057
C9 2.527 -0.299 2.050  -0.300
O4 3.890 1.048 -1.066  -0.113
H6 3.107 -0.901 -2.778  0.107
H7 -2.068 3.851 -6.034  0.086
H8 -3.200 0.810 5.806  0.105
C10 -0.546 3.418 2.252  -0.048
H9 -3.958 -1.098 1.319  0.100
C11 -1.427 1.584 -3.589  -0.109
H10 -0.291 2.289 -5.240  0.120
H11 -0.120 -4.586 -2.785  0.104
C12 -2.229 3.229 -5.164  -0.155
H12 2.667 1.492 2.928  0.135
C13 0.639 -3.813 -2.784  -0.054
H13 -4.600 2.539 -2.829  0.087
H14 1.777 -4.654 -4.368  0.091
H15 -0.485 -0.417 3.905  0.054
N3 2.216 1.049 2.145  0.164
C14 -2.308 -0.087 4.085  -0.290
C15 -4.896 -0.200 3.041  -0.118
N4 1.469 -1.731 -1.838  -0.017
C16 -2.642 1.650 -2.916  -0.017
C17 -3.655 2.494 -3.356  -0.154
Cr1 0.950 -0.231 -0.497  0.828
H16 3.309 -4.022 1.925  0.106
C18 -4.672 0.339 4.304  -0.116
N5 -1.615 -1.506 0.777  0.069
C19 -3.392 0.396 4.823  -0.036
I1 -4.939 4.575 -5.137  0.800
C20 3.344 -0.842 3.050  -0.005
C21 -3.820 -0.678 2.307  -0.047
C22 1.682 -3.842 -3.657  -0.102
C23 -3.429 3.284 -4.472  -0.744
C24 -2.520 -0.638 2.805  -0.081
H17 -5.898 -0.243 2.632  0.086
C25 -1.236 2.366 -4.718  -0.013
C26 2.498 1.107 -1.026  -0.444
H18 1.331 3.210 3.278  0.114
C27 2.453 -1.762 -2.756  -0.154
C28 0.669 2.827 2.512  0.004
H19 -1.328 -3.381 -0.879  0.116
C29 2.631 -2.779 -3.650  -0.090
H20 -5.502 0.724 4.886  0.091
H21 3.697 -0.208 3.853  0.114
O5 -1.082 -0.001 4.624  0.019
C30 -0.518 -2.660 -0.905  -0.119
H22 1.933 -2.901 0.206  0.109
C31 3.646 -2.178 3.012  -0.059
H23 3.448 -2.741 -4.357  0.086
H24 4.864 -0.034 0.411  0.081
C32 1.025 1.687 1.798  -0.275
O6 0.550 0.341 -3.909  0.068
N6 -0.486 -1.673 -0.026  -0.107
H25 5.410 -0.292 -1.258  0.088
H26 4.259 -2.617 3.789  0.108

---

# 6
C5H8N2O2 | ωB97M-V with the def2-TZVPD basis set

Output
- E_tot (eV) = -12378.3790
- frontier orbital gap (Eh) = 0.29918

Last column: Löwdin charge in e.
Positions of all 17 atoms, in Å:
C1 1.689 -0.547 0.314  -0.035
H1 0.541 -0.815 2.348  0.064
N1 0.661 0.536 0.322  -0.109
N2 -0.361 2.030 -1.239  -0.010
H2 -1.450 0.064 1.207  0.131
C2 0.559 -1.211 1.420  -0.038
H3 1.445 -1.254 -0.623  0.134
C3 -1.165 -0.811 -0.599  -0.045
C4 -0.502 -0.307 0.745  -0.261
C5 0.656 1.528 -0.561  -0.203
H4 -2.535 0.184 -0.788  0.215
H5 1.510 2.203 -0.815  0.145
H6 2.706 -0.297 0.742  0.120
O1 -0.351 -1.745 -1.243  -0.130
H7 0.550 -2.240 1.207  0.083
O2 -1.626 1.610 -0.664  -0.330
H8 -2.326 1.072 -1.773  0.268

---

# 7
C52H78O39 | ωB97M-V with the def2-TZVPD basis set

Output
- E_tot (eV) = -135038.4746
- frontier orbital gap (Eh) = 0.35515

Last column: Löwdin charge in e.
Positions of all 169 atoms, in Å:
H1 -1.736 -9.563 -0.548  0.076
O1 -3.872 7.035 -8.499  0.124
O2 2.212 3.284 -0.670  0.109
H2 -9.525 1.908 -3.816  0.082
C1 3.117 12.060 -3.434  -0.009
C2 6.336 10.649 -3.800  -0.567
C3 -7.911 0.824 -2.716  -0.268
O3 0.855 1.520 -1.193  0.085
O4 4.812 -10.311 3.407  0.088
H3 4.111 8.981 -2.709  0.138
C4 -2.612 6.332 2.226  -0.094
C5 10.081 -2.304 4.770  -0.057
H4 3.273 12.494 -4.422  0.088
O5 7.477 10.750 -4.191  0.150
C6 4.341 9.711 -3.485  -0.109
H5 2.792 -0.697 -0.453  0.155
H6 4.181 11.099 -1.856  0.145
H7 11.001 -1.929 4.322  0.131
C7 -0.448 -0.466 -8.204  -0.556
H8 -9.104 -0.063 -1.115  0.131
H9 -1.714 2.103 -8.579  0.156
O6 7.987 4.730 2.018  0.124
H10 -4.930 6.782 -4.537  0.133
C8 2.369 -0.605 9.237  -0.553
O7 -3.111 -6.147 3.918  0.099
H11 -4.221 6.703 0.729  0.152
H12 8.273 -1.258 2.671  0.082
C9 0.701 0.654 8.535  -0.129
C10 7.272 4.659 3.020  -0.508
H13 3.856 5.073 3.559  0.093
C11 -1.408 -9.810 -1.557  -0.017
H14 9.546 -1.410 5.088  0.126
H15 2.562 -0.619 2.025  0.090
H16 -2.939 -3.912 -6.029  0.141
H17 -0.786 1.970 -6.617  0.142
H18 2.064 -7.953 4.907  0.150
C12 1.923 2.085 -0.627  -0.516
H19 -4.942 6.715 3.710  0.091
C13 0.057 -9.341 -1.693  -0.313
H20 7.306 -2.005 3.912  0.087
H21 -0.098 -0.063 -0.323  0.130
C14 0.620 -9.639 -3.044  -0.095
O8 6.363 5.601 3.409  0.077
O9 5.515 11.642 -3.368  0.087
H22 -1.440 8.240 -4.850  0.088
O10 -3.547 -3.976 4.195  0.080
H23 -6.139 -4.637 -5.385  0.082
H24 -3.591 -3.539 2.189  0.134
H25 -0.505 -0.888 9.550  0.155
C15 -6.481 -0.947 -2.359  -0.482
O11 4.340 -8.149 3.015  0.097
H26 1.406 -10.359 -2.820  0.137
O12 -2.670 6.609 -6.638  0.135
H27 6.185 5.962 5.361  0.151
C16 -4.194 7.341 -5.115  -0.056
O13 -4.509 5.095 1.870  0.052
C17 3.546 -6.799 6.111  -0.019
O14 5.675 9.538 -3.800  0.103
H28 -1.634 -10.875 -1.619  0.090
H29 -1.990 0.801 -6.025  0.138
C18 0.156 -0.046 9.752  -0.311
O15 -2.288 4.959 2.185  0.089
O16 3.974 -8.857 5.058  0.067
H30 -5.146 -4.007 2.960  0.127
C19 4.277 11.135 -2.942  -0.318
H31 -5.638 -6.161 1.666  0.077
H32 -0.193 -10.100 -3.605  0.133
H33 -2.603 6.736 3.238  0.130
H34 6.836 3.687 5.833  0.137
O17 10.209 -3.361 5.736  0.094
O18 -5.427 -1.574 -2.387  0.118
H35 0.384 1.602 11.075  0.093
C20 -1.282 1.021 -6.824  -0.148
H36 -0.749 6.614 -4.705  0.087
C21 -5.007 7.159 2.717  -0.025
O19 3.392 -1.217 9.292  0.164
O20 1.177 -8.379 -3.465  0.089
H37 -4.000 1.459 -9.012  0.090
H38 -6.075 7.172 2.503  0.085
H39 -3.343 -5.367 -5.197  0.130
C22 -3.688 7.044 -7.285  -0.602
H40 -7.674 1.583 -1.970  0.149
H41 4.599 -6.520 6.145  0.095
C23 -1.977 1.137 -8.150  -0.346
O21 1.965 0.147 8.205  0.093
C24 4.240 5.394 4.527  -0.012
O22 0.258 -7.933 -1.529  0.111
H42 -5.833 -6.478 3.425  0.086
C25 -2.866 -5.009 4.627  -0.569
H43 3.006 -5.874 5.908  0.085
O23 -4.382 -6.189 -7.629  0.102
C26 -3.464 1.067 -8.148  -0.013
O24 -1.369 0.116 -8.878  0.136
C27 -5.160 -6.539 2.570  -0.017
H44 2.180 11.505 -3.394  0.078
C28 8.008 -2.221 3.107  -0.006
H45 -7.950 2.162 -4.482  0.079
H46 -3.783 0.026 -8.098  0.096
H47 3.263 -7.222 7.075  0.087
C29 -8.571 1.411 -3.994  -0.019
H48 2.577 -7.032 3.002  0.135
C30 0.829 0.141 -0.859  -0.079
H49 0.928 -0.100 1.839  0.095
H50 -1.266 1.369 10.507  0.088
H51 3.645 9.563 -4.311  0.135
O25 8.993 -5.176 6.342  0.106
O26 1.402 -0.632 10.203  0.064
C31 -2.845 6.614 -5.293  -0.347
C32 9.210 -3.016 3.674  -0.353
H52 1.389 -1.710 1.252  0.097
C33 4.367 -9.188 3.775  -0.518
H53 -0.695 0.315 11.742  0.089
H54 -4.803 -4.239 -7.521  0.163
H55 -5.078 -7.594 2.308  0.072
C34 -3.260 -4.941 -6.197  -0.098
H56 3.102 12.824 -2.656  0.077
H57 -1.855 7.208 -3.471  0.084
C35 -1.644 7.215 -4.540  -0.011
O27 1.498 -6.334 -2.452  0.111
H58 -6.471 -6.003 -6.496  0.085
O28 8.741 -4.078 4.340  0.095
O29 2.557 1.234 0.223  0.094
H59 -5.432 -6.284 -5.161  0.089
C36 1.040 -7.482 -2.459  -0.565
C37 1.713 -0.673 1.344  -0.035
H60 -4.063 8.348 -4.718  0.131
H61 0.015 0.464 7.710  0.139
C38 -8.650 -0.379 -2.055  -0.113
C39 -3.405 4.254 1.942  -0.492
H62 3.948 6.432 4.684  0.077
H63 -1.909 6.928 1.644  0.139
H64 5.547 3.073 4.825  0.134
H65 -3.193 -5.692 1.869  0.141
H66 -3.720 1.636 -7.254  0.088
C40 -3.807 -5.743 2.768  -0.282
O30 7.248 3.667 3.900  0.074
C41 -4.062 6.408 1.766  -0.342
O31 -2.421 -5.676 -7.080  0.103
O32 -4.663 7.414 -6.473  0.082
C42 9.316 -4.299 5.511  -0.537
H67 3.765 4.852 5.345  0.081
H68 7.471 -2.749 2.319  0.081
C43 -0.371 0.849 10.849  -0.025
C44 6.301 3.857 4.899  -0.104
H69 0.836 -0.530 -1.718  0.135
O33 -7.625 -1.246 -1.659  0.053
C45 2.065 -0.056 0.047  -0.361
C46 3.504 -7.184 3.555  -0.102
C47 5.773 5.268 4.628  -0.323
C48 3.125 -7.708 4.962  -0.301
H70 -4.727 8.210 2.780  0.084
H71 -8.732 0.598 -4.701  0.085
C49 -4.591 -5.061 -6.837  -0.311
H72 0.675 1.714 8.787  0.132
H73 4.145 -6.304 3.610  0.138
H74 0.736 -9.795 -0.972  0.153
O34 -0.547 -0.108 -6.925  0.104
O35 -2.143 -4.914 5.584  0.148
H75 9.972 -3.298 2.948  0.151
H76 -2.939 5.598 -4.909  0.151
C50 -3.164 -6.446 -7.865  -0.612
O36 0.335 -1.305 -8.698  0.113
C51 -5.719 -5.514 -5.877  -0.004
O37 -2.761 -7.251 -8.696  0.130
H77 -2.091 -9.262 -2.205  0.090
H78 -9.431 -0.891 -2.618  0.135
C52 -4.069 -4.175 2.934  -0.095
O38 -3.516 3.048 1.789  0.132
O39 -6.654 0.203 -3.102  0.050

---

Which value of E_tot does entry 2 give? -34187.8871 eV

---

Repeat the fourth record exactly.
C3H6NO | ωB97M-V with the def2-TZVPD basis set

Output
- E_tot (eV) = -6737.0019
- net charge = +1
- frontier orbital gap (Eh) = 0.38105
- SMILES = C=C([NH3+])C=O

Last column: Löwdin charge in e.
Positions of all 11 atoms, in Å:
C1 -0.045 -1.736 0.157  -0.177
O1 -1.115 -2.059 -0.266  0.102
H1 0.555 -2.485 0.574  0.137
H2 2.131 -0.061 0.913  0.119
C2 1.196 0.361 0.482  0.165
N1 -0.984 0.421 -0.608  0.263
H3 -0.537 1.322 -0.720  0.164
C3 0.116 -0.316 0.097  -0.265
H4 -1.043 -0.174 -1.503  0.222
H5 1.403 1.447 0.467  0.106
H6 -1.790 0.388 -0.030  0.164

---

Look up the E_tot of the fourth one. -6737.0019 eV